(1)
Density functional theory data (the ωB97M-V functional and the def2-TZVPD basis) for C26H25F5N5NiO3P2S2Te as an isolated structure.

Geometry (Å):
Ni1 -1.984 1.424 -0.106
S1 -0.476 0.341 -3.516
P1 0.238 -0.376 -1.782
C1 -0.234 0.434 -0.358
P2 0.281 -0.064 1.155
S2 -1.311 0.000 2.508
C2 1.009 -1.704 1.420
C3 2.374 -1.955 1.295
C4 2.870 -3.234 1.495
C5 2.011 -4.268 1.841
C6 0.652 -4.025 1.974
C7 0.150 -2.751 1.753
C8 1.449 1.105 1.944
C9 1.481 2.414 1.483
C10 2.278 3.360 2.115
C11 3.048 3.002 3.211
C12 3.007 1.697 3.688
C13 2.202 0.758 3.064
C14 -0.223 -2.160 -1.760
C15 0.658 -3.233 -1.771
C16 0.187 -4.543 -1.748
C17 -1.172 -4.794 -1.689
C18 -2.064 -3.725 -1.655
C19 -1.594 -2.426 -1.699
C20 2.061 -0.386 -1.989
C21 2.679 -1.145 -2.985
C22 4.049 -1.077 -3.180
C23 4.823 -0.219 -2.405
C24 4.213 0.580 -1.452
C25 2.839 0.497 -1.251
H1 3.052 -1.152 1.037
H2 3.931 -3.420 1.387
H3 2.402 -5.265 2.002
H4 -0.024 -4.829 2.232
H5 -0.915 -2.568 1.831
H6 0.866 2.679 0.630
H7 2.286 4.381 1.756
H8 3.670 3.740 3.702
H9 3.589 1.417 4.557
H10 2.148 -0.248 3.461
H11 1.726 -3.064 -1.772
H12 0.893 -5.365 -1.756
H13 -1.538 -5.813 -1.662
H14 -3.130 -3.909 -1.597
H15 -2.291 -1.597 -1.679
H16 2.077 -1.776 -3.627
H17 4.515 -1.684 -3.946
H18 5.893 -0.160 -2.562
H19 4.800 1.272 -0.861
H20 2.360 1.132 -0.518
N1 -1.500 3.105 -1.869
N2 -2.789 3.631 -2.146
C26 -3.833 2.917 -1.709
N3 -4.998 3.522 -1.452
N4 -3.574 1.589 -1.645
N5 -4.355 0.867 -0.781
O1 -3.702 -0.038 -0.238
O2 -5.514 1.083 -0.538
H21 -0.857 3.882 -1.786
H22 -1.189 2.480 -2.621
H23 -2.871 4.629 -2.026
H24 -4.930 4.465 -1.096
H25 -5.668 2.953 -0.951
F1 -5.601 2.332 3.410
Te1 -4.069 2.217 2.280
F2 -5.090 3.717 1.485
F3 -3.218 3.556 3.222
F4 -2.783 3.166 0.508
F5 -3.576 1.108 3.788
O3 -1.695 1.524 1.947

Its LUMO energy (alpha / beta) is 2.205 / 2.131 eV. The value obtained for the HOMO energy (alpha / beta) is -4.81 / -4.79 eV. Its multiplicity is 3. The calculation puts the largest force on an atom at 0.028 hartree/bohr. As for the total energy: -143133.7395 eV. The expectation value of S² is 2.005. The net charge is -1.

(2)
Density functional theory data (the ωB97M-V functional and the def2-TZVPD basis) for C26H25IrN5O2S as an isolated structure.

Geometry (Å):
Ir1 -0.641 -1.555 -0.484
C1 -4.390 -1.333 -2.513
O1 -4.545 -0.822 -1.128
C2 -3.444 -1.046 -0.517
N1 -2.508 -1.692 -1.152
C3 -2.990 -1.988 -2.523
C4 -1.966 -1.451 -3.475
C5 -0.625 -1.610 -3.112
C6 0.423 -1.136 -3.903
C7 0.118 -0.493 -5.086
C8 -1.211 -0.346 -5.468
C9 -2.251 -0.838 -4.675
C10 -3.121 -0.621 0.825
C11 -3.977 -0.256 1.834
C12 -3.436 -0.041 3.105
C13 -2.083 -0.246 3.311
C14 -1.297 -0.593 2.226
N2 -1.791 -0.735 0.995
C15 0.080 -1.041 2.219
N3 0.444 -1.733 1.178
C16 1.890 -2.032 1.305
C17 2.205 -1.466 2.712
O2 0.935 -0.850 3.155
C18 2.620 -1.391 0.171
C19 1.942 -0.625 -0.758
C20 2.583 0.020 -1.812
C21 3.957 -0.099 -1.912
C22 4.660 -0.875 -0.995
C23 3.996 -1.520 0.041
H1 -4.476 -0.468 -3.164
H2 -5.201 -2.027 -2.703
H3 -3.077 -3.069 -2.654
H4 -0.368 -2.348 -2.328
H5 1.449 -1.324 -3.626
H6 0.910 -0.139 -5.732
H7 -1.449 0.151 -6.400
H8 -3.272 -0.746 -5.025
H9 -5.040 -0.176 1.645
H10 -4.078 0.242 3.928
H11 -1.643 -0.172 4.297
H12 2.040 -3.112 1.293
H13 2.952 -0.677 2.702
H14 2.470 -2.230 3.435
H15 0.830 -0.380 -0.694
H16 2.029 0.633 -2.508
H17 4.482 0.414 -2.707
H18 5.734 -0.977 -1.085
H19 4.554 -2.123 0.748
S1 0.075 1.884 1.203
C24 0.767 3.012 2.277
N4 1.070 4.262 1.952
C25 1.680 5.023 3.051
C26 1.642 4.007 4.213
N5 1.099 2.806 3.557
H20 0.902 4.635 1.034
H21 1.104 5.919 3.265
H22 2.693 5.320 2.792
H23 0.988 4.331 5.020
H24 2.629 3.811 4.623
H25 0.926 1.938 4.026

Its LUMO energy is -11.890 eV. The value obtained for the HOMO energy is -16.14 eV. Its multiplicity is 1. The calculation puts the largest force on an atom at 0.049 hartree/bohr. As for the total energy: -52559.0502 eV. The net charge is +3.

(3)
Density functional theory data (the ωB97M-V functional and the def2-TZVPD basis) for C26H25N2O4S4SbTc as an isolated structure.

Geometry (Å):
Tc1 -0.668 -0.842 1.050
O1 0.126 -2.620 0.961
C1 0.381 -3.424 1.969
C2 0.792 -4.736 1.664
C3 1.080 -5.629 2.664
C4 0.997 -5.263 4.018
C5 0.623 -3.990 4.340
C6 0.295 -3.043 3.337
C7 -0.032 -1.735 3.769
N1 -0.427 -0.743 3.020
C8 -0.630 0.580 3.645
C9 -0.677 1.641 2.547
N2 -1.467 1.059 1.462
C10 -2.618 1.543 1.180
C11 -3.582 0.861 0.354
C12 -4.692 1.554 -0.141
C13 -5.654 0.902 -0.880
C14 -5.538 -0.473 -1.100
C15 -4.468 -1.185 -0.600
C16 -3.473 -0.524 0.125
O2 -2.444 -1.239 0.577
H1 0.864 -5.008 0.621
H2 1.383 -6.635 2.403
H3 1.234 -5.979 4.792
H4 0.566 -3.684 5.378
H5 0.084 -1.535 4.834
H6 0.172 0.793 4.353
H7 -1.579 0.564 4.187
H8 0.324 1.853 2.176
H9 -1.131 2.560 2.923
H10 -2.914 2.497 1.618
H11 -4.776 2.616 0.053
H12 -6.499 1.445 -1.278
H13 -6.298 -0.990 -1.671
H14 -4.366 -2.250 -0.763
S1 -0.720 3.146 -5.553
Sb1 -2.170 3.648 -3.988
S2 -1.067 2.335 -1.923
S3 -2.081 0.702 -2.477
S4 -3.490 1.300 -3.734
C17 4.752 3.123 -3.696
C18 3.823 2.266 -2.889
C19 3.955 2.170 -1.509
C20 3.115 1.387 -0.737
C21 3.412 1.357 0.742
C22 2.076 0.664 -1.379
C23 1.976 0.687 -2.792
C24 1.038 -0.129 -3.648
C25 2.842 1.507 -3.503
C26 1.039 0.019 -0.575
O3 0.055 -0.636 -1.008
O4 1.018 0.143 0.730
H15 5.159 3.939 -3.100
H16 4.245 3.543 -4.564
H17 5.591 2.528 -4.061
H18 4.748 2.721 -1.017
H19 4.426 1.719 0.905
H20 3.331 0.361 1.169
H21 2.734 2.009 1.298
H22 0.345 -0.746 -3.097
H23 1.640 -0.782 -4.284
H24 0.480 0.536 -4.312
H25 2.741 1.543 -4.583

Its LUMO energy (alpha / beta) is -6.061 / -6.061 eV. The value obtained for the HOMO energy (alpha / beta) is -9.57 / -9.57 eV. Its multiplicity is 1. The calculation puts the largest force on an atom at 0.033 hartree/bohr. As for the total energy: -90610.3476 eV. The net charge is +1.

(4)
Density functional theory data (the ωB97M-V functional and the def2-TZVPD basis) for one molecule with the formula C26H25N3O4.

Geometry (Å):
C1 -2.327 -1.779 3.060
H1 -3.332 -1.365 3.087
H2 -1.681 -1.167 3.684
H3 -2.354 -2.786 3.465
C2 -1.815 -1.810 1.624
N1 -1.758 -0.475 1.062
C3 -0.705 0.324 1.307
C4 -0.562 1.591 0.829
C5 -1.600 2.208 0.009
O1 -1.568 3.335 -0.450
C6 -2.748 1.307 -0.214
C7 -3.841 1.728 -0.976
C8 -4.901 0.876 -1.181
C9 -4.853 -0.406 -0.621
N2 -3.827 -0.820 0.099
C10 -2.801 0.005 0.307
C11 -5.975 -1.375 -0.813
H4 -5.751 -2.306 -0.302
H5 -6.900 -0.960 -0.415
H6 -6.125 -1.571 -1.873
H7 -5.759 1.178 -1.760
H8 -3.819 2.727 -1.386
C12 0.749 2.231 1.089
O2 1.510 1.845 1.949
O3 1.023 3.208 0.227
C13 2.378 3.603 0.139
H9 2.734 4.009 1.093
C14 3.321 2.450 -0.246
O4 4.515 2.571 -0.085
C15 2.662 1.242 -0.725
C16 2.994 -0.039 -0.319
N3 2.053 -0.894 -0.815
C17 1.136 -0.183 -1.565
C18 1.480 1.134 -1.512
H10 0.963 1.942 -1.990
C19 -0.041 -0.821 -2.216
H11 -0.818 -0.074 -2.360
H12 0.215 -1.232 -3.194
H13 -0.438 -1.629 -1.602
C20 1.961 -2.267 -0.518
C21 1.886 -2.679 0.809
C22 1.777 -4.025 1.109
C23 1.739 -4.965 0.092
C24 1.816 -4.555 -1.229
C25 1.928 -3.211 -1.537
H14 2.005 -2.889 -2.564
H15 1.795 -5.285 -2.024
H16 1.654 -6.014 0.329
H17 1.721 -4.341 2.140
H18 1.917 -1.941 1.596
C26 4.128 -0.470 0.537
H19 3.875 -0.354 1.592
H20 4.388 -1.509 0.349
H21 4.986 0.165 0.335
H22 2.413 4.385 -0.623
H23 0.089 -0.096 1.909
H24 -2.494 -2.393 1.000
H25 -0.814 -2.248 1.583

Its LUMO energy is 0.142 eV. The value obtained for the HOMO energy is -7.91 eV. Its multiplicity is 1. The calculation puts the largest force on an atom at 0.018 hartree/bohr. Its SMILES is CCn1cc(C(=O)OCC(=O)c2cc(C)n(-c3ccccc3)c2C)c(=O)c2ccc(C)nc21. As for the total energy: -40029.4360 eV.